# C37H27N7OS2V

C37H27N7OS2V as an isolated structure (ωB97M-V with the def2-TZVPD basis set, the OMol25 dataset).

Structure (ORCA input):
```
! RIJCOSX wB97M-V def2-TZVPD def2/J DEFGRID3
* xyz 1 3
V 1.37044 -2.52435 -0.16918
S 0.39287 -3.46580 1.90924
S 0.94587 -0.49483 -7.06236
O -5.28250 8.26066 1.74616
N 0.09255 -0.87785 3.14685
N -0.55485 -1.78255 -0.62945
N -3.19899 2.22380 0.49776
N 1.56439 -0.60101 0.37497
N -1.38635 3.27025 1.28769
N 2.18353 -2.46304 -2.15613
N 0.17520 -2.97523 -6.66819
C -2.16861 1.31361 0.39112
C 1.02270 -3.35503 -4.01313
C -1.56688 -2.60237 -0.97678
C 1.99043 -1.11343 -4.09429
C 4.52131 -3.62352 1.36093
C 3.27267 -3.40890 2.01693
C 2.53719 -1.33319 -2.81941
C 0.41333 -1.87158 2.63000
C 5.75771 -3.07551 3.39008
C -1.05697 2.02547 0.91348
C 1.19619 -2.12198 -4.68021
C 1.37466 1.98296 1.49046
C -2.12708 -0.04377 -0.04946
C 2.60506 1.39050 1.29297
C -6.72430 8.30069 1.68109
C 4.55560 -3.02560 4.10021
C 3.32045 -3.15989 3.43058
C -3.18992 -0.94073 -0.43674
C 2.14815 -4.56800 0.07390
C 0.33727 0.12419 0.35173
C -3.44656 4.52313 1.45325
C 5.72079 -3.46688 2.04399
C -0.78809 -0.56060 -0.08754
C 2.65836 0.10542 0.71585
C -2.69884 3.41419 0.99612
C 1.46215 -3.46547 -2.72426
C -4.66477 7.04032 1.60014
C -2.91586 -2.22033 -0.91315
C 4.59071 -4.12246 0.04052
C -3.32802 6.85649 2.08159
C 0.22857 1.40362 0.95454
C 2.02675 -3.81393 1.34267
C -2.75142 5.61394 2.05759
C 0.76863 -1.86439 -6.11976
C -4.74538 4.75662 0.94246
C -5.31497 5.98819 0.98992
C 3.47774 -4.67178 -0.55084
H -3.71643 -2.92076 -1.20223
H 2.28632 -0.23313 -4.72461
H -6.31886 6.15842 0.47253
H -4.22301 -0.55762 -0.45523
H 1.27027 2.87834 2.08135
H 0.02868 -2.89661 -7.70893
H 1.42451 -4.48516 -2.30658
H 2.32682 -3.25048 3.93289
H 6.72273 -2.81470 3.85442
H -7.08143 9.34666 1.99440
H 3.33503 -0.73975 -2.35503
H 4.64579 -2.73640 5.15577
H 3.64490 -0.34751 0.46784
H -7.11563 8.08455 0.65821
H -7.19088 7.57661 2.38074
H 0.46285 -4.20370 -4.45577
H 3.52855 1.91576 1.60185
H -2.73910 7.64008 2.50010
H 6.65255 -3.62821 1.48650
H -1.29859 -3.49428 -1.49639
H -0.64924 -3.33490 -6.20197
H 1.31171 -5.18844 -0.30699
H 3.60691 -5.12444 -1.51748
H -1.71986 5.49323 2.46765
H -4.20218 2.10599 0.37358
H 5.56784 -4.13855 -0.41934
H -5.36118 3.91498 0.56884
*
```

Properties
Relative energy (zero: lowest compared OMol25 entry of this formula, charge and spin), eV: 2.641
Frontier orbital gap (spin up / spin down), eV: 5.92 / 4.77
E_LUMO (spin up / spin down), eV: -3.58 / -3.65

Löwdin atomic charges, in units of e: 0.632 1.033 0.706 -0.084 0.167 0.006 0.177 -0.012 0.188 -0.027 0.026 -0.104 -0.001 -0.103 -0.005 -0.212 -0.173 -0.059 -0.526 -0.076 -0.173 -0.181 0.023 -0.031 -0.014 -0.079 -0.077 -0.026 0.028 -0.237 -0.145 -0.161 -0.036 -0.173 -0.082 -0.235 -0.151 -0.241 -0.029 -0.062 0.021 -0.082 -0.599 -0.009 -0.790 -0.029 -0.041 -0.091 0.124 0.103 0.138 0.123 0.128 0.114 0.112 0.104 0.113 0.118 0.128 0.109 0.137 0.087 0.099 0.128 0.128 0.112 0.119 0.105 0.101 0.100 0.102 0.130 0.159 0.110 0.119